Density functional theory data (ωB97M-V/def2-TZVPD) for an isolated molecule of C3H3ClO2.

Each atom is followed by the atoms it is bonded to, with distances in Å.
Cartesian coordinates (Å):
1 C 0.11 -0.14 0.02  C2 1.519, H7 1.130, H8 1.135, H9 1.163
2 C 0.71 -1.50 -0.32  C1 1.519, Cl3 1.701, O4 1.496, C5 1.566
3 Cl 0.06 -2.90 0.38  C2 1.701
4 O 2.19 -1.49 -0.13  C2 1.496, C5 1.244
5 C 1.90 -1.54 -1.34  C2 1.566, O4 1.244, O6 1.162
6 O 2.25 -1.62 -2.44  C5 1.162
7 H -0.95 -0.37 -0.31  C1 1.130
8 H 0.38 0.51 -0.87  C1 1.135
9 H 0.40 0.31 1.05  C1 1.163

- LUMO level (Ha) = 0.0272
- structure (SMILES) = C[C@]1(Cl)OC1=O